Molecular formula: C22H45ClN7O3S
Method: DFT, ωB97M-V/def2-TZVPD

XYZ file:
```
79
C22H45ClN7O3S (ωB97M-V/def2-TZVPD)
C -1.370 1.603 7.066
C -1.033 3.040 6.835
C -2.122 4.073 6.099
N -2.959 4.482 7.330
C -3.237 5.967 7.262
N -3.898 6.497 8.342
N -2.689 6.576 5.991
Cl -2.005 8.158 6.265
C -1.598 5.552 5.623
C -1.081 5.784 4.079
C 0.561 6.070 4.048
C 1.283 4.666 4.539
C 2.937 4.725 4.453
C 3.523 4.925 2.933
C 3.485 3.543 2.013
C 3.633 4.032 0.432
S 3.933 2.595 -0.732
C 2.340 1.908 -1.440
N 1.104 2.586 -1.991
N 0.295 1.506 -2.399
C 0.953 0.152 -2.146
O 2.259 0.430 -1.518
H -0.879 1.100 8.030
H -2.125 0.967 6.405
H 0.023 3.408 7.243
H -2.888 3.533 5.393
H -2.173 4.482 8.047
H -4.937 6.311 8.446
H -3.318 7.001 9.062
H -0.664 5.904 6.259
H -1.572 6.804 3.715
H -1.416 4.950 3.327
H 0.866 6.325 2.936
H 0.756 6.964 4.799
H 0.937 3.737 3.916
H 1.032 4.569 5.697
H 3.249 5.680 5.090
H 3.347 3.789 5.023
H 4.652 5.290 3.059
H 2.991 5.792 2.321
H 4.475 2.936 2.276
H 2.503 2.914 2.154
H 2.741 4.718 0.103
H 4.611 4.714 0.382
H 0.516 -0.935 -2.358
C 2.668 -3.149 -3.886
C 2.520 -4.012 -2.635
C 2.659 -5.528 -2.908
O 1.511 -6.125 -3.518
C 1.430 -5.945 -4.923
N 1.238 -3.698 -1.988
H 1.776 -3.166 -4.518
H 2.838 -2.102 -3.607
H 3.522 -3.476 -4.489
H 3.327 -3.727 -1.950
H 2.778 -6.031 -1.941
H 3.565 -5.751 -3.486
H 2.417 -5.948 -5.398
H 0.899 -5.019 -5.150
H 0.845 -6.769 -5.339
H 1.186 -4.201 -1.102
H 0.499 -4.128 -2.553
C -2.289 -6.616 -5.346
C -2.865 -5.538 -6.260
C -4.145 -5.978 -7.007
O -3.911 -6.858 -8.111
C -3.731 -8.219 -7.749
N -1.821 -5.097 -7.196
H -1.756 -7.396 -5.898
H -1.568 -6.176 -4.647
H -3.078 -7.093 -4.755
H -3.135 -4.687 -5.623
H -4.606 -5.080 -7.436
H -4.885 -6.407 -6.320
H -4.347 -8.504 -6.890
H -2.677 -8.414 -7.547
H -4.021 -8.838 -8.602
H -2.177 -4.309 -7.737
H -1.707 -5.838 -7.895
```

Results
Lowest unoccupied orbital energy, eV: -5.5
Net charge: +1